Entry 1:
This record from OMol25 describes a molecular structure, C24H55AlIO10P2 at a distorted geometry. The level of theory is wB97M-V/def2-TZVPD.

Positions of all 93 atoms, in Å:
C 8.230 -3.373 1.022
C 7.226 -2.695 0.087
C 8.030 -2.169 -1.123
C 6.520 -1.541 0.850
Al 4.582 -1.870 1.385
C 3.922 -3.760 1.000
C 2.869 -3.876 -0.117
C 1.912 -5.077 0.105
C 0.660 -4.714 0.921
O 0.867 -3.584 1.801
C 0.222 -2.478 1.378
O -0.927 -2.271 1.588
C 3.393 -0.403 0.563
C 2.612 0.374 1.632
C 1.634 1.392 0.999
I 4.055 1.533 2.771
H 8.775 -4.162 0.489
H 7.749 -3.831 1.888
H 8.985 -2.643 1.322
H 6.476 -3.404 -0.272
H 8.799 -2.904 -1.383
H 8.532 -1.238 -0.860
H 7.362 -2.020 -1.973
H 6.551 -0.650 0.208
H 7.111 -1.275 1.733
H 4.498 -1.672 3.005
H 4.749 -4.440 0.768
H 3.465 -4.136 1.920
H 2.295 -2.959 -0.257
H 3.365 -4.093 -1.068
H 1.611 -5.547 -0.834
H 2.477 -5.785 0.712
H 0.392 -5.549 1.569
H -0.201 -4.561 0.265
H 0.853 -1.765 0.831
H 2.711 -0.754 -0.223
H 4.064 0.326 0.095
H 2.094 -0.289 2.320
H 0.744 1.456 1.636
H 1.345 1.060 0.003
H 2.048 2.395 0.963
O -1.356 8.006 2.485
P -1.266 7.205 1.254
O -0.838 5.696 1.621
C -1.347 5.041 2.786
C -2.561 4.192 2.462
O 0.061 7.722 0.499
C 0.733 8.911 0.908
C 1.891 8.590 1.830
O -1.994 6.951 -0.150
C -3.369 6.546 -0.219
C -4.273 7.328 0.712
H -1.584 5.762 3.571
H -0.548 4.400 3.158
H -3.418 4.819 2.200
H -2.843 3.584 3.321
H -2.357 3.535 1.616
H 0.039 9.608 1.377
H 1.104 9.388 -0.001
H 1.574 7.949 2.652
H 2.322 9.504 2.242
H 2.671 8.053 1.288
H -3.438 5.472 -0.028
H -3.681 6.701 -1.251
H -3.975 7.208 1.758
H -5.305 6.989 0.611
H -4.232 8.393 0.478
O -4.051 -3.882 -3.740
P -5.046 -3.222 -2.880
O -5.140 -3.992 -1.469
C -3.961 -4.497 -0.827
C -3.420 -3.515 0.192
O -6.481 -3.597 -3.528
C -6.573 -4.189 -4.820
C -6.694 -5.696 -4.720
O -5.590 -1.783 -2.446
C -4.715 -0.806 -1.852
C -3.381 -0.687 -2.559
H -3.194 -4.751 -1.560
H -4.254 -5.422 -0.328
H -3.011 -2.629 -0.297
H -2.621 -3.963 0.779
H -4.210 -3.187 0.869
H -5.724 -3.905 -5.440
H -7.468 -3.776 -5.290
H -5.907 -6.112 -4.091
H -6.634 -6.156 -5.708
H -7.647 -5.971 -4.267
H -4.582 -1.039 -0.794
H -5.244 0.145 -1.900
H -2.831 -1.633 -2.544
H -2.763 0.071 -2.077
H -3.525 -0.406 -3.603

The spin multiplicity is 1. The calculation puts the total energy at -2922.8629 a.u. Its HOMO-LUMO gap is 0.2422 Eh. As for the maximum force: 0.1000 hartree/bohr. Its highest occupied orbital energy is -0.1757 hartree. Its charge is -1.

Atomic partial charges in e from the Löwdin method, atoms 1 to 5: number 1, C, carries -0.1136; number 2, C, carries -0.5074; number 3, C, carries -0.1076; number 4, C, carries -0.2389; number 5, Al, carries 0.2771



Entry 2:
This record from OMol25 describes a molecular structure, B2F8Rb at a distorted geometry. The level of theory is wB97M-V/def2-TZVPD.

Positions of all 11 atoms, in Å:
Rb 0.350 -1.543 -0.541
B 0.175 1.066 -2.423
F -0.778 0.105 -2.740
F -0.063 1.500 -1.125
F 1.342 0.397 -2.505
F 0.125 2.136 -3.333
B -0.235 -0.732 2.549
F -0.882 0.161 3.359
F 0.549 -1.575 3.271
F -1.165 -1.499 1.862
F 0.581 -0.015 1.626

The spin multiplicity is 1. The calculation puts the total energy at -873.3497 a.u. The calculation puts the energy above the lowest of the compared OMol25 structures with the same formula, charge and spin at 11.9 kcal/mol. Its HOMO-LUMO gap is 0.3894 Eh. As for the maximum force: 0.0576 hartree/bohr. Its highest occupied orbital energy is -0.3170 hartree. Its charge is -1.

Atomic partial charges in e from the Löwdin method, atoms 1 to 5: number 1, Rb, carries 1.1860; number 2, B, carries -1.4314; number 3, F, carries 0.0538; number 4, F, carries 0.1021; number 5, F, carries 0.1004



Entry 3:
This record from OMol25 describes a molecular structure, C7H13B11Br6CaF2N5O3 at a distorted geometry. The level of theory is wB97M-V/def2-TZVPD.

Positions of all 48 atoms, in Å:
Ca 0.049 0.819 0.772
Br 0.132 -0.792 3.243
B 2.052 -0.387 3.515
B 2.903 -1.008 4.926
C 4.505 -1.172 4.373
B 3.279 -1.641 3.294
B 4.781 -0.842 2.725
B 5.322 0.281 4.001
B 4.164 0.179 5.357
B 2.574 0.743 4.796
Br 1.277 1.646 5.936
B 4.087 1.545 4.219
Br 4.517 3.378 4.716
B 4.470 0.908 2.574
Br 5.313 1.989 1.194
B 3.208 -0.285 2.175
Br 2.674 -0.539 0.286
B 2.779 1.181 3.081
Br 1.725 2.669 2.286
H 2.447 -1.728 5.736
H 5.093 -1.962 4.815
H 3.064 -2.766 3.024
H 5.557 -1.453 2.085
H 6.472 0.405 4.216
H 4.551 0.236 6.466
C -0.876 2.643 -4.443
O -0.347 1.597 -3.597
C -0.312 1.712 -2.291
O 0.146 0.773 -1.634
N -0.746 2.858 -1.747
N -0.779 3.027 -0.359
H -0.730 2.286 -5.456
H -0.316 3.566 -4.300
H -1.942 2.776 -4.255
H -1.217 3.547 -2.312
H -1.761 3.043 -0.077
H -0.330 3.905 -0.118
F -1.575 -1.165 -2.443
C -0.431 -1.465 -2.132
F -0.241 -2.020 -1.056
H 0.400 -1.315 -2.823
O -2.226 0.363 0.533
N -2.722 0.968 -0.497
C -3.734 0.401 -1.082
C -4.180 -0.921 -0.743
N -4.552 -1.990 -0.538
C -4.212 1.056 -2.263
N -4.546 1.643 -3.194

The spin multiplicity is 1. The calculation puts the total energy at -17368.9932 a.u. The calculation puts the energy above the lowest of the compared OMol25 structures with the same formula, charge and spin at 66.4 kcal/mol. Its HOMO-LUMO gap is 0.1970 Eh. As for the maximum force: 0.0395 hartree/bohr. Its highest occupied orbital energy is -0.4353 hartree. Its charge is +1.

Atomic partial charges in e from the Löwdin method, atoms 1 to 5: number 1, Ca, carries 1.0470; number 2, Br, carries 0.8699; number 3, B, carries -0.8548; number 4, B, carries -0.2379; number 5, C, carries 0.0573



Entry 4:
This record from OMol25 describes a molecular structure, C20H40GaNP3SSe at a distorted geometry. The level of theory is wB97M-V/def2-TZVPD.

Positions of all 67 atoms, in Å:
Ga 0.471 0.531 -0.219
P 2.755 1.246 0.537
P 0.200 1.226 -2.504
P 1.488 -1.778 -0.557
H -1.729 0.172 1.697
C -0.875 -0.512 1.882
C 0.065 -0.267 2.821
H 0.182 0.690 3.340
C 2.938 2.810 1.488
C 3.930 1.525 -0.828
C 3.731 0.159 1.644
C -1.421 0.575 -3.047
C 0.205 3.025 -2.805
C 1.436 0.479 -3.616
C 1.726 -2.724 0.989
C 3.092 -1.966 -1.415
C 0.310 -2.762 -1.519
H -1.015 -1.502 1.400
H 0.782 -1.011 3.178
H 2.224 2.839 2.323
H 2.790 3.684 0.839
H 3.960 2.825 1.901
H 3.538 2.281 -1.518
H 4.143 0.609 -1.392
H 4.869 1.891 -0.390
H 3.183 -0.047 2.569
H 4.651 0.716 1.885
H 4.021 -0.794 1.186
H -1.610 0.857 -4.093
H -2.213 0.982 -2.391
H -1.418 -0.529 -2.966
H -0.102 3.256 -3.837
H 1.214 3.422 -2.622
H -0.524 3.498 -2.126
H 1.271 0.855 -4.635
H 1.343 -0.621 -3.621
H 2.445 0.768 -3.290
H 1.910 -3.772 0.726
H 0.842 -2.663 1.628
H 2.586 -2.349 1.554
H 3.235 -3.033 -1.643
H 3.940 -1.639 -0.799
H 3.109 -1.404 -2.358
H 0.632 -3.812 -1.487
H 0.279 -2.435 -2.566
H -0.707 -2.680 -1.113
C -4.348 -2.216 0.452
C -4.070 -2.114 1.827
C -4.901 -2.758 2.757
C -6.034 -3.466 2.325
C -6.348 -3.500 0.965
C -5.527 -2.866 0.030
Se -3.149 -1.564 -0.901
H -2.241 -0.737 0.005
H -3.181 -1.542 2.172
H -4.669 -2.720 3.830
H -6.670 -3.985 3.046
H -7.231 -4.023 0.602
H -5.761 -2.882 -1.046
S -1.401 4.445 2.443
C -0.402 5.115 1.172
C 0.146 4.115 0.411
N -0.230 2.833 0.794
C -1.023 2.856 1.880
H -0.227 6.169 1.051
H 0.828 4.241 -0.417
H -1.438 1.978 2.373

The spin multiplicity is 1. The calculation puts the total energy at -6588.2948 a.u. Its HOMO-LUMO gap is 0.1473 Eh. As for the maximum force: 0.0421 hartree/bohr. Its highest occupied orbital energy is -0.5562 hartree. Its charge is +3.

Atomic partial charges in e from the Löwdin method, atoms 1 to 5: number 1, Ga, carries 0.4631; number 2, P, carries 0.7539; number 3, P, carries 0.7625; number 4, P, carries 0.7677; number 5, H, carries 0.0511